1.
Here is C18H14N12OPtS5 as an isolated structure from OMol25. Energies are from ωB97M-V with the def2-TZVPD basis set.

Positions of all 51 atoms, in Å:
Pt (-0.13, 0.67, -0.01)
O (3.65, 0.92, -1.34)
C (2.42, 0.83, -1.32)
N (1.74, 1.06, -0.06)
C (2.32, 1.72, 1.08)
C (1.39, 1.55, 2.26)
C (1.76, 1.92, 3.54)
C (0.84, 1.77, 4.57)
C (-0.41, 1.25, 4.30)
C (-0.72, 0.90, 3.00)
N (0.17, 1.05, 2.02)
C (1.49, 0.50, -2.34)
C (1.87, 0.25, -3.68)
C (0.91, 0.05, -4.63)
C (-0.46, 0.08, -4.26)
C (-0.79, 0.27, -2.95)
N (0.14, 0.43, -2.00)
H (2.38, 2.79, 0.83)
H (3.33, 1.35, 1.26)
H (2.74, 2.33, 3.72)
H (1.11, 2.06, 5.58)
H (-1.15, 1.13, 5.08)
H (-1.68, 0.49, 2.72)
H (2.92, 0.26, -3.92)
H (1.20, -0.13, -5.66)
H (-1.24, -0.04, -5.00)
H (-1.82, 0.27, -2.61)
N (-3.10, 2.48, -0.53)
C (-3.18, 1.15, -0.21)
N (-4.32, 0.49, -0.11)
N (-3.96, -0.77, 0.21)
N (-2.69, -0.89, 0.30)
N (-2.14, 0.33, 0.04)
C (-1.98, 3.27, -0.33)
N (-1.98, 4.59, -0.28)
N (-0.69, 4.91, -0.05)
N (0.04, 3.86, 0.03)
N (-0.76, 2.79, -0.16)
H (-3.98, 2.96, -0.61)
C (2.07, -4.75, 1.81)
S (0.34, -5.26, 1.66)
C (-0.17, -4.50, 0.18)
C (-0.07, -3.13, -0.18)
S (0.54, -1.95, 0.82)
S (-0.72, -2.75, -1.75)
C (-1.34, -4.32, -2.15)
S (-2.15, -4.67, -3.51)
S (-0.97, -5.52, -0.93)
H (2.51, -5.46, 2.51)
H (2.17, -3.74, 2.19)
H (2.57, -4.85, 0.85)

The calculation puts the HOMO-LUMO gap (alpha / beta) at 5.47 / 5.09 eV. The HOMO energy (alpha / beta) comes out at -0.231 / -0.303 Eh. For the total energy, the calculation gives -3536.75835 a.u. For the energy relative to the best compared isomer or geometry (same formula, charge and spin), the calculation gives 8.3 kcal per mole. The multiplicity is 5.

Atomic partial charges in e from the Mulliken method, atoms 1 to 5: -0.174, -0.709, 0.133, 0.567, -0.742

---

2.
Here is a 3-piece molecular cluster, C29H42Br3N3O7P overall at a distorted geometry from OMol25. Energies are from ωB97M-V with the def2-TZVPD basis set.

Positions of all 85 atoms, in Å:
C (2.22, 2.54, 3.55)
C (1.53, 1.17, 4.20)
C (-0.03, 0.96, 3.66)
N (-0.15, 1.04, 2.12)
C (-1.43, 0.42, 1.66)
C (-1.39, -0.98, 0.85)
N (-0.86, -0.98, -0.60)
C (0.58, -1.40, -0.64)
C (1.60, -1.08, 0.59)
C (1.44, -1.17, -2.04)
C (2.75, -0.21, -1.92)
C (-1.66, -2.10, -1.25)
Br (-2.00, -3.76, -0.10)
C (-1.26, -2.78, -2.63)
C (-0.33, -4.11, -2.69)
Br (-3.04, -3.36, -3.48)
C (-1.21, 0.41, -1.13)
C (-0.05, 1.54, -1.10)
C (-0.48, 3.11, -0.94)
C (0.81, 4.03, -1.46)
O (0.64, 5.10, -2.28)
O (2.22, 3.70, -1.10)
P (-1.79, 0.49, -2.99)
O (-1.51, 2.05, -3.71)
Br (-4.07, 0.27, -3.17)
C (-2.56, 1.09, -0.39)
N (-2.34, 1.49, 1.05)
H (3.40, 2.47, 3.67)
H (1.87, 3.49, 4.14)
H (1.97, 2.63, 2.39)
H (2.16, 0.24, 3.84)
H (1.52, 1.27, 5.38)
H (-0.75, 1.75, 4.15)
H (-0.34, -0.12, 4.06)
H (-0.05, 2.05, 1.84)
H (-2.01, 0.15, 2.68)
H (-2.55, -1.27, 0.89)
H (-0.87, -1.75, 1.56)
H (0.56, -2.60, -0.55)
H (2.57, -1.76, 0.38)
H (1.25, -1.45, 1.66)
H (2.00, -0.01, 0.73)
H (1.84, -2.22, -2.45)
H (0.80, -0.73, -2.92)
H (3.64, -0.91, -1.53)
H (2.63, 0.75, -1.27)
H (3.08, 0.04, -3.05)
H (-2.77, -1.65, -1.36)
H (-0.81, -2.08, -3.48)
H (-0.99, -5.04, -3.03)
H (0.29, -4.38, -1.74)
H (0.48, -4.01, -3.56)
H (0.80, 1.41, -0.30)
H (0.52, 1.47, -2.15)
H (-1.44, 3.44, -1.51)
H (-0.61, 3.41, 0.21)
H (2.60, 3.27, -1.93)
H (-0.62, 2.11, -4.18)
H (-3.48, 0.33, -0.35)
H (-3.00, 1.99, -1.05)
H (-3.28, 1.40, 1.50)
C (2.38, -8.24, -0.83)
C (1.93, -6.98, -0.78)
C (2.77, -5.85, -1.22)
O (2.37, -4.70, -1.18)
C (4.13, -6.17, -1.72)
C (4.57, -7.43, -1.77)
C (3.73, -8.56, -1.33)
O (4.14, -9.71, -1.37)
H (1.78, -9.08, -0.51)
H (0.94, -6.73, -0.42)
H (4.73, -5.33, -2.05)
H (5.56, -7.67, -2.13)
C (-3.29, 7.53, 3.04)
C (-2.31, 6.74, 3.49)
C (-2.04, 5.43, 2.86)
O (-1.15, 4.70, 3.28)
C (-2.89, 5.02, 1.73)
C (-3.87, 5.81, 1.28)
C (-4.14, 7.13, 1.90)
O (-5.04, 7.85, 1.49)
H (-3.51, 8.49, 3.48)
H (-1.68, 7.02, 4.32)
H (-2.68, 4.06, 1.28)
H (-4.51, 5.53, 0.45)

The calculation puts the HOMO-LUMO gap at 8.05 eV. The charge is +1. The HOMO energy comes out at -0.437 Eh. For the total energy, the calculation gives -9883.91342 a.u. For the energy relative to the best compared isomer or geometry (same formula, charge and spin), the calculation gives 214.1 kcal per mole. The multiplicity is 1.

Atomic partial charges in e from the Mulliken method, atoms 1 to 5: -0.648, -0.431, -0.719, 0.607, -1.441

---

3.
Here is a 7-piece molecular cluster, C46H44BN2O33P2S overall at a distorted geometry from OMol25. Energies are from ωB97M-V with the def2-TZVPD basis set.

Positions of all 129 atoms, in Å:
C (-2.86, -4.15, -3.39)
C (-1.35, -4.20, -3.10)
C (-0.80, -3.00, -2.34)
B (-0.61, -1.65, -3.22)
P (1.30, -1.54, -3.93)
O (2.26, -2.63, -3.58)
O (1.98, -0.10, -3.52)
O (1.28, -1.43, -5.56)
O (-1.52, -1.57, -4.40)
C (-2.30, -0.42, -4.33)
C (-3.70, -0.71, -4.88)
C (-4.83, 0.19, -4.39)
S (-6.27, 0.02, -5.51)
C (-7.50, -0.46, -4.40)
N (-8.76, -0.19, -4.44)
N (-9.34, -0.86, -3.37)
C (-8.38, -1.46, -2.77)
O (-7.18, -1.28, -3.36)
C (-2.12, 0.15, -2.89)
C (-3.07, -0.30, -1.79)
O (-2.54, 0.16, -0.56)
O (-3.00, -0.78, 0.43)
P (-1.74, 1.91, -2.92)
O (-2.84, 2.77, -3.44)
O (-0.83, -0.35, -2.54)
H (-3.33, -3.35, -2.82)
H (-3.03, -3.93, -4.45)
H (-3.36, -5.09, -3.18)
H (-1.14, -5.09, -2.51)
H (-0.81, -4.33, -4.03)
H (0.19, -3.29, -1.98)
H (-1.40, -2.83, -1.44)
H (1.53, 0.61, -3.99)
H (1.18, -0.53, -5.87)
H (-1.86, 0.33, -5.00)
H (-3.97, -1.75, -4.72)
H (-3.64, -0.58, -5.96)
H (-4.55, 1.24, -4.33)
H (-5.17, -0.14, -3.43)
H (-8.45, -2.06, -1.88)
H (-4.06, 0.14, -1.89)
H (-3.14, -1.39, -1.77)
H (-2.91, -0.25, 1.23)
H (-0.56, 1.95, -3.67)
H (-1.34, 2.23, -1.61)
C (-2.95, 7.14, -1.25)
C (-3.31, 5.92, -1.71)
C (-4.19, 5.00, -0.89)
O (-4.52, 3.97, -1.44)
C (-4.56, 5.40, 0.46)
C (-4.18, 6.60, 0.91)
C (-3.37, 7.56, 0.07)
O (-3.10, 8.64, 0.56)
O (-4.48, 7.07, 2.11)
O (-2.94, 5.44, -2.87)
H (-2.33, 7.81, -1.83)
H (-5.16, 4.72, 1.05)
H (-4.09, 7.96, 2.18)
H (-3.22, 4.49, -2.95)
C (4.82, -1.38, 0.33)
C (3.82, -1.69, -0.53)
C (2.39, -1.27, -0.23)
O (1.54, -1.59, -1.03)
C (2.11, -0.52, 0.98)
C (3.12, -0.21, 1.81)
C (4.54, -0.62, 1.53)
O (5.38, -0.27, 2.34)
O (2.94, 0.48, 2.93)
O (4.02, -2.34, -1.64)
H (5.84, -1.66, 0.14)
H (1.09, -0.24, 1.17)
H (3.82, 0.56, 3.36)
H (3.19, -2.42, -2.22)
C (3.25, 3.54, 4.59)
C (3.02, 4.83, 4.87)
C (2.97, 5.34, 6.29)
O (2.79, 6.53, 6.47)
C (3.13, 4.39, 7.37)
C (3.35, 3.10, 7.09)
C (3.44, 2.60, 5.67)
O (3.66, 1.41, 5.52)
O (3.52, 2.16, 8.01)
O (2.85, 5.74, 3.93)
H (3.30, 3.16, 3.58)
H (3.07, 4.76, 8.39)
H (3.67, 1.32, 7.52)
H (2.69, 6.60, 4.37)
C (1.36, -8.62, 1.24)
C (1.33, -8.05, 0.02)
C (0.34, -6.98, -0.35)
O (0.41, -6.52, -1.47)
C (-0.63, -6.55, 0.65)
C (-0.60, -7.12, 1.86)
C (0.40, -8.18, 2.23)
O (0.34, -8.63, 3.37)
O (-1.44, -6.80, 2.84)
O (2.17, -8.36, -0.95)
H (2.06, -9.39, 1.51)
H (-1.33, -5.78, 0.37)
H (-1.19, -7.36, 3.60)
H (1.95, -7.77, -1.70)
C (0.36, 9.06, 6.36)
C (-0.28, 8.63, 5.26)
C (-1.65, 9.14, 4.88)
O (-2.15, 8.73, 3.86)
C (-2.29, 10.11, 5.76)
C (-1.65, 10.53, 6.86)
C (-0.27, 10.03, 7.22)
O (0.24, 10.49, 8.23)
O (-2.15, 11.40, 7.72)
O (0.24, 7.75, 4.42)
H (1.35, 8.70, 6.62)
H (-3.27, 10.46, 5.49)
H (-1.47, 11.52, 8.41)
H (-0.40, 7.62, 3.70)
C (5.93, -6.89, -3.71)
C (7.13, -7.45, -3.95)
C (7.83, -8.32, -2.94)
O (8.90, -8.80, -3.27)
C (7.20, -8.54, -1.65)
C (6.00, -7.98, -1.41)
C (5.29, -7.12, -2.43)
O (4.22, -6.66, -2.10)
O (5.34, -8.13, -0.27)
O (7.79, -7.30, -5.09)
H (5.43, -6.26, -4.43)
H (7.71, -9.16, -0.93)
H (4.50, -7.65, -0.39)
H (8.62, -7.82, -4.98)

The calculation puts the HOMO-LUMO gap at 5.26 eV. The charge is -1. The HOMO energy comes out at -0.211 Eh. For the total energy, the calculation gives -5477.61017 a.u. The multiplicity is 1.

Atomic partial charges in e from the Mulliken method, atoms 1 to 5: -1.121, -0.013, -0.229, 0.720, 0.665

---

4.
Here is C23H23NSn as an isolated structure at a distorted geometry from OMol25. Energies are from ωB97M-V with the def2-TZVPD basis set.

Positions of all 48 atoms, in Å:
C (0.25, 1.48, -0.95)
C (-1.24, 3.15, -3.09)
C (0.45, 0.73, -2.12)
H (0.09, 0.96, 0.00)
C (-0.98, 2.32, -4.23)
H (-2.21, 3.65, -3.09)
H (0.47, -0.39, -2.07)
H (-1.69, 2.33, -5.06)
C (1.25, 1.35, -3.29)
H (2.01, 0.63, -3.63)
H (1.86, 2.22, -2.96)
C (0.20, 2.93, -0.87)
H (1.16, 3.37, -0.47)
H (-0.57, 3.22, -0.13)
C (-0.16, 3.73, -2.20)
H (0.76, 4.03, -2.73)
H (-0.58, 4.69, -1.83)
C (0.39, 1.73, -4.54)
H (0.96, 2.40, -5.23)
H (0.22, 0.80, -5.12)
Sn (-1.82, 0.88, -2.71)
H (1.62, 0.36, 0.83)
C (3.74, 0.73, 3.47)
C (3.09, -0.09, 4.40)
C (1.89, -0.70, 4.04)
C (1.42, -0.70, 2.70)
C (2.04, 0.19, 1.82)
C (3.22, 0.86, 2.18)
C (0.37, -1.67, 2.28)
C (0.11, -2.79, 3.13)
C (-0.94, -3.64, 2.88)
C (-1.80, -3.37, 1.81)
C (-3.02, -4.05, 1.58)
C (-3.86, -3.68, 0.53)
C (-3.44, -2.72, -0.42)
C (-2.22, -2.10, -0.25)
C (-1.43, -2.29, 0.91)
N (-0.35, -1.48, 1.15)
H (4.62, 1.29, 3.76)
H (3.51, -0.24, 5.39)
H (1.31, -1.25, 4.78)
H (3.73, 1.53, 1.49)
H (0.74, -2.97, 3.99)
H (-1.12, -4.55, 3.44)
H (-3.29, -4.86, 2.28)
H (-4.84, -4.15, 0.42)
H (-4.09, -2.47, -1.26)
H (-1.81, -1.41, -1.00)

The calculation puts the HOMO-LUMO gap (alpha / beta) at 5.73 / 5.73 eV. The HOMO energy (alpha / beta) comes out at -0.216 / -0.216 Eh. For the total energy, the calculation gives -1159.16315 a.u. For the energy relative to the best compared isomer or geometry (same formula, charge and spin), the calculation gives 0.0 kcal per mole. The multiplicity is 1.

Atomic partial charges in e from the Mulliken method, atoms 1 to 5: -0.176, -0.540, -0.899, 0.821, -0.557

---

5.
Here is C8H6 as an isolated structure at a distorted geometry from OMol25. Energies are from ωB97M-V with the def2-TZVPD basis set.

Positions of all 14 atoms, in Å:
C (-1.80, -0.07, 0.72)
C (-1.98, -1.40, 0.89)
C (1.64, -0.37, 0.58)
C (2.09, -0.07, -0.54)
C (-0.70, 0.95, 0.84)
C (0.89, 0.44, -1.18)
C (-0.96, -1.10, -0.24)
C (0.09, -0.05, 0.05)
H (1.86, -0.91, 1.47)
H (-1.04, 1.84, 0.29)
H (-0.32, 0.99, 1.90)
H (0.81, 1.57, -1.44)
H (0.58, -0.18, -2.12)
H (-1.16, -1.66, -1.21)

The calculation puts the HOMO-LUMO gap (alpha / beta) at 8.23 / 7.11 eV. The HOMO energy (alpha / beta) comes out at -0.325 / -0.288 Eh. For the total energy, the calculation gives -308.03843 a.u. For the energy relative to the best compared isomer or geometry (same formula, charge and spin), the calculation gives 163.3 kcal per mole. The multiplicity is 1.

Atomic partial charges in e from the Mulliken method, atoms 1 to 5: 0.026, -0.561, -0.594, -0.268, -0.374

---

6.
Here is C41H61F4MoN12O4SSi as an isolated structure from OMol25. Energies are from ωB97M-V with the def2-TZVPD basis set.

Positions of all 125 atoms, in Å:
Mo (-0.01, 0.11, 0.48)
C (0.72, -4.06, 0.74)
Si (1.83, -2.81, 1.60)
C (3.62, -3.33, 1.29)
C (1.61, -3.02, 3.47)
N (1.57, -1.15, 1.04)
C (2.81, -0.45, 0.97)
C (3.63, -0.22, 2.08)
C (4.88, 0.36, 1.97)
C (5.36, 0.74, 0.72)
C (4.57, 0.56, -0.40)
C (3.32, 0.00, -0.25)
F (2.54, -0.15, -1.34)
H (-0.16, -4.32, 1.33)
H (1.29, -4.98, 0.61)
H (0.40, -3.72, -0.24)
H (3.66, -4.39, 1.03)
H (4.23, -3.18, 2.19)
H (4.11, -2.77, 0.49)
H (2.11, -3.95, 3.76)
H (0.57, -3.10, 3.79)
H (2.08, -2.21, 4.03)
H (3.29, -0.57, 3.05)
H (5.49, 0.51, 2.85)
H (6.34, 1.19, 0.62)
H (4.89, 0.87, -1.39)
C (-1.53, 3.49, 0.53)
N (-2.24, 3.00, -0.63)
C (-3.30, 3.86, -1.14)
C (-3.45, 3.39, -2.58)
N (-2.79, 2.08, -2.56)
C (-3.55, 0.97, -3.11)
C (-2.00, 1.95, -1.44)
N (-1.10, 0.99, -1.28)
C (-0.46, 0.58, -2.56)
C (-0.75, -0.82, -3.08)
N (0.08, -1.83, -2.45)
C (0.17, -2.97, -3.04)
N (-0.69, -3.54, -3.97)
C (-2.12, -3.32, -3.99)
C (-0.25, -4.90, -4.29)
C (1.15, -4.98, -3.71)
N (1.23, -3.81, -2.86)
C (2.53, -3.29, -2.48)
H (-2.18, 3.45, 1.40)
H (-0.63, 2.91, 0.70)
H (-1.24, 4.53, 0.36)
H (-2.98, 4.90, -1.08)
H (-4.21, 3.75, -0.54)
H (-2.94, 4.06, -3.28)
H (-4.49, 3.29, -2.88)
H (-4.61, 1.08, -2.86)
H (-3.21, 0.04, -2.68)
H (-3.45, 0.93, -4.20)
H (0.62, 0.69, -2.44)
H (-0.76, 1.28, -3.33)
H (-0.53, -0.80, -4.16)
H (-1.81, -1.04, -2.99)
H (-2.56, -3.35, -2.99)
H (-2.58, -4.11, -4.58)
H (-2.39, -2.37, -4.47)
H (-0.27, -5.06, -5.37)
H (-0.92, -5.63, -3.83)
H (1.92, -4.94, -4.49)
H (1.31, -5.90, -3.13)
H (2.51, -2.20, -2.56)
H (3.29, -3.70, -3.14)
H (2.78, -3.56, -1.45)
C (-0.94, 8.20, -0.63)
C (-0.24, 6.88, -0.58)
C (0.34, 6.42, 0.60)
C (1.02, 5.21, 0.64)
C (1.13, 4.45, -0.51)
C (0.57, 4.89, -1.70)
C (-0.12, 6.09, -1.72)
S (2.04, 2.93, -0.49)
O (2.44, 2.65, -1.83)
O (3.07, 3.09, 0.52)
O (1.00, 1.95, -0.01)
H (-1.27, 8.52, 0.36)
H (-1.81, 8.17, -1.28)
H (-0.27, 8.97, -1.02)
H (0.26, 7.02, 1.50)
H (1.49, 4.87, 1.55)
H (0.68, 4.29, -2.59)
H (-0.56, 6.44, -2.65)
C (3.58, 0.84, 6.49)
C (2.93, 2.20, 6.24)
C (1.64, 2.38, 7.04)
C (2.78, 2.51, 4.75)
N (1.83, 1.66, 4.01)
C (1.58, 1.74, 2.70)
N (0.68, 0.81, 2.43)
N (0.40, 0.18, 3.59)
N (1.08, 0.68, 4.54)
H (3.71, 0.68, 7.56)
H (4.56, 0.77, 6.02)
H (2.95, 0.03, 6.11)
H (3.63, 2.97, 6.57)
H (0.95, 1.56, 6.87)
H (1.14, 3.32, 6.78)
H (1.88, 2.41, 8.10)
H (3.74, 2.38, 4.25)
H (2.46, 3.54, 4.61)
H (2.11, 2.37, 2.00)
C (-2.21, 1.14, 2.85)
C (-1.97, 0.66, 1.43)
O (-2.95, 0.45, 0.75)
H (-1.53, 1.93, 3.16)
H (-2.09, 0.30, 3.54)
H (-3.24, 1.49, 2.91)
F (-4.23, -5.52, 0.64)
C (-3.91, -4.84, 1.75)
F (-5.04, -4.35, 2.27)
F (-3.39, -5.70, 2.63)
C (-2.93, -3.73, 1.44)
C (-2.14, -3.20, 2.44)
C (-1.26, -2.19, 2.13)
N (-1.15, -1.68, 0.89)
C (-1.94, -2.17, -0.06)
C (-2.84, -3.20, 0.16)
H (-2.19, -3.57, 3.46)
H (-0.63, -1.75, 2.89)
H (-1.86, -1.72, -1.04)
H (-3.45, -3.57, -0.64)

The calculation puts the HOMO-LUMO gap (alpha / beta) at 7.49 / 7.20 eV. The charge is +1. The HOMO energy (alpha / beta) comes out at -0.374 / -0.380 Eh. For the total energy, the calculation gives -3712.15013 a.u. For the energy relative to the best compared isomer or geometry (same formula, charge and spin), the calculation gives 17.2 kcal per mole. The multiplicity is 3.

Atomic partial charges in e from the Mulliken method, atoms 1 to 5: -0.386, -0.624, 0.335, -1.380, -1.167

---

Q: The highest multiplicity belongs to which entry?
A: C18H14N12OPtS5